Density functional theory data (ωB97M-V/def2-TZVPD) for a 2-piece molecular cluster, C5H14N3 overall.

Each line ends with the natural charge from an NBO analysis.
Atoms and positions in Å:
C1 -1.1717 -0.6083 2.3729  -0.631
C2 -0.9923 0.6137 1.5068  -0.307
C3 0.1944 1.2627 1.3964  -0.012
N1 0.4108 2.4469 0.6767  -0.827
H1 -0.3542 -0.6719 3.1249  0.222
H2 -2.1357 -0.5819 2.9009  0.239
H3 -1.1437 -1.5346 1.7600  0.178
H4 -1.8626 1.0447 0.9729  0.195
H5 1.0868 0.8702 1.8849  0.183
H6 1.0658 3.0906 1.2103  0.389
H7 -0.4570 2.9348 0.5245  0.376
C4 -0.7989 0.0496 -2.5338  -0.412
N2 -0.2067 -0.9601 -1.6444  -0.482
C5 1.0519 -0.9539 -1.3041  0.415
N3 1.5956 -1.8381 -0.4678  -0.717
H8 -1.4324 0.7390 -1.8925  0.235
H9 -1.4081 -0.4401 -3.2846  0.237
H10 0.0345 0.6039 -2.9974  0.227
H11 -0.8419 -1.6056 -1.1572  0.424
H12 1.6630 -0.2227 -1.7293  0.222
H13 0.9957 -2.3496 0.1145  0.409
H14 2.4915 -1.6007 -0.0129  0.436

The LUMO energy comes out at -3.457 eV. Its energy above the lowest of the compared OMol25 structures with the same formula, charge and spin is 1.5598 eV. The calculation puts the orbital gap at 8.01 eV. As for the spin multiplicity: 1. The charge is +1. The value obtained for the HOMO energy is -11.5 eV.